Entry 1:
68
Properties=species:S:1:pos:R:3:forces:R:3 method="wB97M-V/def2-TZVPD" orbital_gap_ev="7.1 / 7.2" s2=6.008 spin_multiplicity=5 e_tot_ha=-2785.9527 charge=+2
Pm 0.993 -0.298 0.205 0.216 1.195 0.873
P -0.867 -0.801 2.266 -1.078 -0.446 0.421
C -1.239 -2.292 1.180 0.119 -0.354 -0.062
C -1.821 -1.957 -0.188 0.270 0.045 -0.003
N -1.107 -1.073 -0.931 -0.568 0.227 -0.268
C -1.561 -0.727 -2.163 0.097 -0.153 0.247
C -2.704 -1.304 -2.699 -0.078 -0.179 -0.060
C -3.421 -2.238 -1.954 0.165 0.192 0.045
C -2.983 -2.550 -0.668 0.083 0.056 0.313
C -0.803 0.304 -2.966 0.043 0.223 0.105
P 0.995 0.454 -2.526 -0.495 0.089 -1.850
H -3.525 -3.238 -0.016 0.136 0.151 -0.354
H -3.003 -1.017 -3.706 -0.051 -0.148 0.296
H -4.309 -2.711 -2.367 0.153 0.117 0.101
H -0.860 0.056 -4.039 -0.078 0.163 0.359
H -1.250 1.308 -2.840 0.022 -0.433 0.036
H -0.282 -2.875 1.045 -1.000 0.439 0.228
H -1.930 -2.921 1.756 0.170 -0.048 -0.269
H 2.607 -2.489 -0.750 -0.922 -0.215 0.863
O 1.768 -2.484 -0.094 1.146 -0.737 -0.530
H 1.636 -3.369 0.281 0.215 0.259 -0.246
H 3.881 -1.089 -1.193 0.229 -0.972 -0.459
O 3.671 -1.970 -1.599 0.525 0.952 0.247
H 4.523 -2.429 -1.683 -0.138 0.042 -0.019
C 1.672 -0.716 -3.759 0.284 -0.285 0.061
H 1.363 -0.405 -4.767 0.089 -0.065 0.307
H 2.768 -0.726 -3.699 -0.309 -0.065 -0.120
H 1.303 -1.733 -3.572 0.140 0.185 -0.026
C 1.418 2.038 -3.325 0.230 0.328 0.332
H 2.415 2.338 -2.972 -0.251 0.058 -0.227
H 1.433 1.936 -4.420 -0.066 0.010 0.395
H 0.700 2.816 -3.031 0.257 -0.168 -0.057
C -2.511 -0.044 2.494 -0.170 0.221 -0.120
H -3.113 -0.677 3.161 0.118 0.177 -0.241
H -2.386 0.946 2.955 -0.094 -0.288 -0.133
H -3.035 0.079 1.538 0.134 0.045 0.187
C -0.647 -1.590 3.899 0.397 0.000 0.171
H -0.104 -0.890 4.549 -0.158 -0.247 -0.070
H -1.628 -1.811 4.344 0.356 0.013 -0.192
H -0.062 -2.516 3.817 -0.096 0.269 0.062
C 2.599 0.417 3.364 0.041 0.014 -0.032
Si 3.130 1.436 1.860 -0.316 1.182 0.403
C 4.205 2.852 2.449 0.340 -0.164 0.037
C 4.184 0.240 0.848 0.250 -0.265 -0.100
C 1.707 1.969 0.819 -0.188 -1.272 -0.393
Si 0.455 3.159 1.478 0.156 0.591 0.349
C 1.094 4.920 1.307 -0.163 0.042 -0.049
C -1.176 3.037 0.539 -0.121 0.086 -0.083
C 0.039 2.912 3.307 0.014 -0.003 -0.029
H 3.491 0.329 4.004 -0.267 -0.103 -0.067
H 2.272 -0.611 3.140 0.036 0.048 0.021
H 1.808 0.901 3.947 0.184 -0.062 -0.091
H 5.097 2.440 2.945 -0.138 0.219 -0.040
H 4.547 3.485 1.617 -0.123 -0.189 0.179
H 3.691 3.503 3.170 0.045 -0.219 -0.180
H 3.903 -0.822 0.973 0.107 0.193 -0.126
H 4.245 0.537 -0.212 0.064 -0.034 0.126
H 5.197 0.332 1.268 -0.152 -0.232 -0.260
H 2.079 2.367 -0.149 0.034 -0.002 0.251
H 1.224 5.206 0.253 -0.027 -0.044 0.211
H 0.365 5.612 1.753 0.191 -0.060 -0.133
H 2.057 5.077 1.814 -0.231 -0.112 -0.094
H -1.765 2.147 0.800 0.079 0.079 -0.040
H -1.795 3.917 0.777 0.110 -0.294 -0.126
H -1.012 3.032 -0.547 -0.058 0.051 0.101
H -0.436 1.944 3.516 0.101 0.126 0.035
H 0.920 3.006 3.957 -0.180 0.000 -0.130
H -0.669 3.700 3.610 0.169 -0.230 -0.080



Entry 2:
76
Properties=species:S:1:pos:R:3:forces:R:3 method="wB97M-V/def2-TZVPD" orbital_gap_ev=8.2 e_tot_ha=-3529.4711
C 1.024 -7.585 1.580 0.360 -0.117 0.133
C 1.672 -6.259 1.902 0.346 -0.213 -0.238
C 0.909 -5.015 1.496 -0.563 -0.433 -0.770
O 1.277 -4.071 2.475 -0.075 0.359 0.039
C 1.632 -4.741 3.602 -0.556 -0.112 0.179
O 1.693 -4.255 4.680 0.326 -0.043 -0.085
O 1.807 -6.054 3.317 0.020 -0.030 0.032
H 1.226 -7.820 0.533 -0.311 0.080 -0.068
H -0.042 -7.607 1.798 -0.032 0.039 -0.055
H 1.517 -8.376 2.146 -0.065 0.057 0.110
H 2.676 -6.269 1.465 0.035 0.177 0.145
H -0.171 -5.219 1.497 0.044 0.163 0.439
H 1.108 -4.644 0.492 0.466 0.066 0.116
C -0.387 -1.791 -0.356 -0.430 0.169 -1.368
C 0.104 -0.376 -0.552 0.183 -0.574 -0.290
C -0.657 0.491 -1.569 0.662 0.343 0.647
O -1.026 1.641 -0.799 -0.500 0.405 -0.116
C -0.642 1.527 0.485 0.012 -0.812 0.150
O -0.844 2.315 1.351 -0.021 0.312 -0.155
O -0.025 0.342 0.681 0.186 0.238 -0.044
H -1.467 -1.782 -0.186 0.155 -0.161 0.810
H 0.248 -2.328 0.340 -0.388 0.005 0.420
H -0.317 -2.314 -1.318 0.348 0.103 0.027
H 1.146 -0.420 -0.864 0.079 0.122 0.308
H -1.534 0.019 -2.008 -0.083 0.087 0.039
H 0.037 0.860 -2.321 -0.217 -0.246 -0.348
C 4.267 2.492 1.352 0.188 0.231 0.035
S 4.932 0.855 1.052 -0.141 0.048 -0.243
O 4.841 0.143 2.345 0.161 -0.230 0.344
C 3.505 0.274 0.116 0.090 -0.047 0.042
H 3.257 2.394 1.745 -0.061 0.067 -0.081
H 4.315 3.083 0.436 -0.159 -0.034 -0.013
H 4.902 2.965 2.099 0.021 -0.060 0.030
H 2.723 0.160 0.868 -0.112 0.070 -0.098
H 3.733 -0.693 -0.326 0.035 0.005 -0.023
H 3.233 0.987 -0.662 -0.018 -0.020 -0.008
C 1.420 2.426 3.966 -0.166 -0.574 -0.266
S 0.767 2.460 5.625 -0.159 0.180 0.136
O 1.414 3.591 6.339 0.141 0.059 0.112
C -0.858 3.052 5.143 -0.178 -0.284 -0.412
H 0.807 1.714 3.409 0.053 0.054 -0.077
H 2.433 2.032 4.013 0.105 0.227 0.009
H 1.343 3.407 3.501 0.168 0.092 0.072
H -1.488 3.084 6.027 0.020 0.160 0.038
H -1.290 2.368 4.408 0.002 -0.077 0.128
H -0.753 4.023 4.662 0.027 0.132 0.229
C -7.180 0.149 -1.087 0.091 -0.372 -0.532
S -6.088 1.521 -0.718 0.185 0.285 -0.171
O -6.558 2.116 0.551 -0.059 0.053 0.208
C -4.680 0.465 -0.352 0.185 -0.029 -0.131
H -8.105 0.531 -1.511 -0.134 0.106 0.336
H -7.327 -0.450 -0.190 -0.173 0.103 0.064
H -6.724 -0.468 -1.866 0.060 0.044 0.080
H -4.947 -0.149 0.508 0.068 -0.204 -0.113
H -3.773 1.026 -0.137 -0.220 0.341 0.073
H -4.504 -0.095 -1.271 0.026 -0.294 0.189
C 0.454 4.536 -2.459 -0.216 -0.115 0.296
S -0.716 5.258 -3.634 0.306 -0.451 -0.199
O -1.905 4.379 -3.585 -0.378 -0.083 -0.020
C -1.021 6.714 -2.669 -0.059 0.776 0.269
H 0.386 3.454 -2.550 0.042 0.012 -0.337
H 0.104 4.768 -1.453 0.216 0.099 0.054
H 1.468 4.880 -2.651 0.005 0.085 0.094
H -0.057 7.224 -2.587 -0.082 0.032 0.119
H -1.430 6.493 -1.683 0.130 -0.257 0.004
H -1.719 7.385 -3.167 0.029 -0.160 -0.259
C 0.967 -0.840 -4.927 -0.010 0.424 -0.084
S 1.966 -2.067 -4.120 0.348 -0.285 0.159
O 2.043 -1.654 -2.686 -0.090 0.143 -0.076
C 0.795 -3.409 -4.153 -0.363 -0.724 0.170
H 1.576 0.060 -4.841 -0.205 0.145 -0.133
H 0.018 -0.711 -4.407 0.043 -0.014 0.103
H 0.785 -1.064 -5.977 0.131 -0.133 -0.021
H -0.224 -3.051 -4.005 0.027 0.032 -0.022
H 1.062 -4.060 -3.320 0.068 0.133 0.084
H 0.865 -4.033 -5.044 0.027 0.327 -0.214



Entry 3:
73
Properties=species:S:1:pos:R:3:forces:R:3 method="wB97M-V/def2-TZVPD" orbital_gap_ev="10.0 / 6.7" s2=2.008 spin_multiplicity=3 e_tot_ha=-2129.8073 charge=+2
Au -0.221 -0.877 -1.697 0.054 0.342 0.364
C -0.372 0.380 3.637 0.001 0.023 0.011
C -0.822 -0.566 2.537 -0.008 -0.009 0.013
C -0.650 -2.018 2.948 0.013 -0.038 -0.008
C -2.258 -0.288 2.128 -0.006 0.015 -0.043
O -0.039 -0.319 1.323 0.082 0.007 -0.053
Si 1.574 -0.244 1.180 -0.097 -0.017 0.086
S 1.824 -0.126 -1.056 -0.096 -0.006 0.014
O 2.291 1.033 1.806 0.200 0.012 -0.070
C 2.466 2.449 1.529 -0.106 -0.053 -0.001
C 3.733 2.609 0.710 0.037 -0.006 -0.006
C 2.595 3.122 2.883 -0.004 0.039 0.022
C 1.246 2.960 0.779 -0.037 0.084 -0.019
O 2.264 -1.629 1.569 0.020 -0.073 -0.095
C 3.661 -2.027 1.802 -0.067 0.049 0.040
C 4.061 -1.516 3.175 0.014 0.021 0.031
C 3.660 -3.541 1.748 -0.005 -0.034 -0.019
C 4.529 -1.431 0.708 0.024 0.025 -0.034
H -0.973 0.223 4.532 -0.018 -0.002 -0.002
H -0.481 1.420 3.327 -0.006 0.013 -0.002
H 0.672 0.207 3.906 0.021 -0.019 0.007
H -1.326 -2.252 3.770 -0.004 -0.004 0.010
H 0.369 -2.221 3.274 0.008 0.019 -0.003
H -0.876 -2.682 2.112 -0.025 -0.005 -0.004
H -2.935 -0.450 2.965 -0.008 -0.009 0.008
H -2.538 -0.968 1.319 -0.050 -0.032 -0.017
H -2.366 0.742 1.785 0.015 0.031 0.003
H 4.587 2.199 1.248 0.009 0.006 0.008
H 3.925 3.664 0.519 0.009 0.016 0.007
H 3.654 2.101 -0.254 -0.019 -0.013 -0.008
H 3.446 2.719 3.429 0.011 -0.015 -0.006
H 1.695 2.965 3.478 -0.015 -0.004 0.001
H 2.744 4.194 2.758 0.004 0.012 -0.005
H 1.139 2.460 -0.191 0.033 -0.034 0.003
H 1.349 4.028 0.586 -0.012 0.016 0.017
H 0.339 2.796 1.362 -0.013 -0.006 0.002
H 3.422 -1.947 3.946 -0.017 -0.018 -0.001
H 3.986 -0.429 3.222 0.014 0.015 -0.011
H 5.091 -1.800 3.390 0.010 -0.008 0.004
H 2.976 -3.949 2.490 -0.005 0.006 0.017
H 4.660 -3.919 1.958 0.013 -0.009 -0.002
H 3.358 -3.894 0.762 -0.003 0.003 -0.011
H 4.527 -0.340 0.752 -0.003 0.014 0.004
H 4.183 -1.753 -0.278 0.004 -0.029 -0.001
H 5.560 -1.765 0.820 0.003 -0.004 0.020
N -3.853 0.958 -1.155 0.016 -0.063 0.106
C -4.657 0.623 -2.354 -0.049 -0.010 0.055
C -4.478 -0.843 -2.744 0.009 0.041 -0.043
C -3.106 -1.233 -3.306 -0.071 0.006 -0.049
N -2.133 -1.632 -2.216 0.086 -0.355 0.007
C -2.563 -0.191 -4.286 0.063 0.016 0.030
C -2.794 1.275 -3.930 0.062 0.021 0.014
N -1.879 1.729 -2.808 0.300 0.246 -0.364
C -4.229 1.540 -3.499 -0.073 -0.007 -0.045
H -3.953 0.248 -0.437 -0.025 -0.009 0.038
H -4.205 1.813 -0.731 -0.025 0.025 -0.005
H -2.344 1.436 -1.910 -0.130 -0.169 0.225
H -5.722 0.781 -2.163 0.014 -0.013 0.002
H -5.212 -1.058 -3.524 -0.005 0.006 0.008
H -4.746 -1.497 -1.909 -0.003 -0.010 0.013
H -3.259 -2.145 -3.884 0.014 0.018 0.004
H -1.810 -2.572 -2.448 -0.174 -0.043 0.008
H -2.641 -1.758 -1.344 -0.027 0.082 -0.010
H -3.100 -0.343 -5.225 0.024 0.006 -0.024
H -1.511 -0.380 -4.512 -0.054 0.011 0.035
H -2.537 1.887 -4.794 0.010 -0.029 -0.011
H -1.782 2.746 -2.808 -0.029 -0.040 -0.010
H -0.943 1.322 -2.881 -0.054 0.020 -0.010
H -4.874 1.367 -4.363 -0.015 0.022 0.009
H -4.363 2.588 -3.222 -0.004 0.019 0.007
O 1.032 -2.877 -3.431 -0.042 -0.160 0.075
N 1.143 -2.115 -4.329 0.225 -0.136 -0.203
O 0.788 -0.994 -4.484 -0.019 0.182 -0.134



| no. | maximum force (eV/Å) |
| --- | --- |
| 1 | 1.917 |
| 2 | 1.444 |
| 3 | 0.532 |